The following is a DFT calculation (wB97M-V/def2-TZVPD) of 3 unconnected molecules or ions with the total composition C25H47BN4O9.

Results
* LUMO: -0.1 eV
* gap between HOMO and LUMO: 0.311 Eh
* net charge: 0
* structure (SMILES): C[C@@H]1NC(=O)[C@@](CB(O)O)(Cc2ccccc2)[C@H]1ON=O.COCCNCCOC.COCCNCCOC
* 2S+1: 1

Structure (XYZ):
```
86
Properties=species:S:1:pos:R:3:forces:R:3:mulliken_charge:R:1
C 5.08839 2.70094 -4.09519 -0.713 0.234 -1.125 -1.2743
C 4.33909 4.06672 -4.25223 1.698 0.029 1.272 0.2126
N 4.26222 4.62548 -2.88990 -0.762 -0.211 0.386 -0.3350
C 3.24435 3.86950 -2.28426 0.324 0.183 0.088 -0.5993
O 3.27195 3.37107 -1.17891 -0.264 0.501 -0.714 -0.6222
C 2.07872 3.88923 -3.31695 0.322 -0.064 0.781 2.5908
C 1.13764 2.68437 -3.13740 0.582 -0.614 -0.415 -1.4472
B 1.83252 1.25849 -3.32508 -0.027 -0.335 0.575 0.5222
O 2.32957 0.77212 -4.53159 -0.307 -0.012 0.182 -0.5219
O 1.93719 0.40827 -2.23727 -0.175 0.077 -0.788 -0.5245
C 1.37369 5.23943 -2.87714 -0.299 0.098 -0.161 -1.0958
C -0.13960 5.16116 -2.79890 1.646 0.166 -0.119 0.1267
C -0.74189 5.06723 -1.56930 -0.012 -0.058 0.445 -0.1986
C -2.11434 4.96504 -1.50147 0.149 -0.079 0.748 -0.7761
C -2.83475 4.95533 -2.66468 -1.869 -0.090 -0.111 -0.3157
C -2.24877 5.06517 -3.89701 0.659 0.016 -0.866 -0.7726
C -0.87466 5.16890 -3.96123 0.058 0.011 -0.431 -0.0696
C 2.86480 3.95960 -4.65099 -0.081 -1.076 -1.270 -0.6108
O 2.27100 4.96706 -5.50217 0.046 0.553 0.703 -0.2176
N 3.23048 5.71162 -6.22569 0.621 0.219 0.145 0.0825
O 3.11364 6.85222 -6.01540 -0.299 -0.155 -0.378 -0.2835
H 4.42096 1.87913 -3.82709 0.150 0.079 0.113 0.1657
H 5.86564 2.81864 -3.34203 -0.012 -0.069 -0.059 0.3669
H 5.55156 2.45848 -5.05769 -0.012 -0.225 0.172 0.4402
H 5.04000 4.63989 -4.86199 -0.731 0.499 -0.183 0.4715
H 5.12312 4.66860 -2.36125 0.001 -0.132 -0.012 0.3686
H 0.30195 2.73183 -3.84721 -0.026 0.317 0.193 0.2181
H 0.76568 2.71550 -2.11072 -0.203 0.104 -0.165 0.3520
H 1.63183 0.78556 -5.19571 0.312 0.292 -0.250 0.3291
H 1.04189 0.26543 -1.89959 0.280 -0.090 0.568 0.2221
H 1.64076 6.07098 -3.53218 0.182 -0.253 -0.051 0.2353
H 1.75750 5.49976 -1.88694 -0.118 -0.015 -0.061 0.5456
H -0.12261 5.05086 -0.67897 -0.099 0.028 0.026 0.4169
H -2.60480 4.87609 -0.53941 -0.059 0.018 -0.075 0.3962
H -3.91700 4.86071 -2.63222 0.076 0.016 0.151 0.3548
H -2.80387 5.05635 -4.82748 -0.248 0.001 0.201 0.4034
H -0.33464 5.23328 -4.90143 -0.185 0.045 -0.030 0.4633
H 2.84201 3.04716 -5.25682 -0.533 -0.131 0.460 0.3837
C 0.91643 -4.17161 3.15463 0.049 0.148 -0.138 -0.7206
O 2.11143 -4.09930 2.39634 -0.160 -0.160 0.161 -0.3519
C 2.39632 -5.27298 1.64640 0.424 0.107 -0.140 -0.7578
C 2.21552 -5.02159 0.16195 -0.279 0.079 0.100 -0.1890
N 0.80582 -4.85260 -0.17538 0.169 0.068 -0.096 -0.1977
C 0.56519 -4.34658 -1.52510 -0.203 -0.010 0.228 -0.9721
C 1.09353 -2.95704 -1.87606 -0.046 -0.058 -0.391 -0.3169
O 0.44503 -1.89603 -1.19408 0.057 0.013 0.166 -0.3954
C 0.93647 -1.63400 0.11248 -0.234 0.111 -0.014 -0.3236
H 0.89128 -3.30749 3.81760 0.056 0.010 -0.026 0.2129
H 0.03362 -4.12772 2.51156 -0.110 -0.115 0.137 0.3069
H 0.88563 -5.08019 3.76377 -0.038 -0.020 -0.020 0.3981
H 1.80053 -6.12698 1.98150 -0.141 0.089 -0.009 0.3676
H 3.44828 -5.51236 1.82938 -0.016 -0.041 -0.008 0.4167
H 2.61729 -5.87151 -0.39811 -0.006 0.014 -0.030 0.3896
H 2.80756 -4.13330 -0.09278 0.155 -0.075 0.006 0.1716
H 0.38504 -4.20972 0.48221 -0.015 -0.056 0.043 -0.0917
H -0.51912 -4.33151 -1.66452 0.016 0.010 -0.079 0.3617
H 0.96511 -5.06907 -2.24373 0.075 0.042 -0.006 0.4416
H 0.88325 -2.79319 -2.93645 0.000 0.032 0.013 0.3784
H 2.18047 -2.87739 -1.76959 -0.006 0.034 0.160 0.3272
H 2.00479 -1.84050 0.19919 -0.014 -0.062 0.000 0.2941
H 0.38002 -2.20486 0.86035 0.133 -0.047 0.084 -0.1156
H 0.77400 -0.57639 0.32731 0.027 0.008 -0.052 0.3745
C -4.24242 -3.37301 7.59053 -0.080 -0.101 -0.151 -0.7079
O -5.15029 -2.97418 6.58047 0.203 0.070 0.220 -0.3367
C -5.27767 -1.56347 6.43911 -0.362 0.037 -0.278 -0.8027
C -4.65952 -1.08550 5.13906 0.220 -0.172 0.125 -0.1726
N -3.20550 -1.19327 5.17038 -0.117 -0.006 -0.149 -0.3174
C -2.55976 -1.00141 3.87281 0.119 -0.099 0.243 -0.7341
C -2.88039 -1.99130 2.75394 0.186 0.210 -0.237 -0.4610
O -2.39301 -3.30415 2.97315 -0.189 0.056 0.044 -0.3149
C -3.21764 -4.12584 3.78132 0.249 -0.159 -0.060 -0.6858
H -4.35899 -4.44634 7.73412 -0.046 0.011 -0.037 0.2361
H -3.20482 -3.17925 7.29869 0.039 0.067 0.137 0.2925
H -4.45554 -2.86874 8.53709 0.058 0.021 0.011 0.3408
H -4.86172 -1.03063 7.29883 0.139 -0.075 -0.016 0.4062
H -6.34995 -1.34960 6.40541 0.012 0.028 0.027 0.3939
H -4.93710 -0.03989 4.97597 0.015 0.001 -0.031 0.3671
H -5.09526 -1.68581 4.33014 -0.167 0.080 0.000 0.1736
H -2.95259 -2.10837 5.51811 -0.006 0.009 0.041 0.0746
H -1.48190 -1.04425 4.05136 0.010 0.032 -0.086 0.3709
H -2.78066 0.01152 3.52166 -0.057 -0.022 -0.036 0.4129
H -2.36490 -1.63525 1.85719 0.010 -0.025 0.004 0.2717
H -3.94656 -2.01183 2.50104 -0.047 -0.079 0.136 0.3488
H -4.27825 -3.89571 3.65638 0.005 0.072 0.063 0.3320
H -2.93782 -4.04575 4.83486 -0.177 0.013 0.064 0.1886
H -3.05246 -5.16125 3.48102 0.019 0.031 -0.066 0.3115
```
Positions in Å, forces in eV/Å.